Record 1
45
Properties=species:S:1:pos:R:3:forces:R:3 method="wB97M-V/def2-TZVPD" lumo_energy_ev="-10.729 / -11.817" charge=+3 e_above_lowest_kcal_mol=0.0
Pb -0.100855 0.251269 -0.526821 0.003 -0.182 -0.086
C -0.939715 -2.319762 -2.987027 -0.010 0.012 -0.022
C -0.202225 -3.214481 -2.006275 -0.033 -0.030 0.029
S 0.031377 -2.522804 -0.331085 0.046 0.000 -0.019
C 1.798740 -2.838961 -0.035625 -0.021 -0.028 0.012
C 2.792093 -2.240264 -1.019839 0.022 0.009 0.070
S 2.638376 -0.439577 -1.237953 -0.058 -0.017 -0.079
C 2.557234 -0.252505 -3.050514 0.009 -0.056 -0.003
C 1.474019 -1.011823 -3.801681 -0.001 -0.021 0.000
S -0.241862 -0.667527 -3.281351 0.043 -0.022 0.086
H -1.962831 -2.124449 -2.660902 0.000 -0.005 0.002
H -1.009892 -2.831462 -3.948092 -0.005 0.014 -0.006
H 0.775077 -3.510226 -2.381184 0.006 0.015 0.002
H -0.781941 -4.128890 -1.873737 0.002 -0.001 0.002
H 1.919839 -3.923657 -0.015225 0.007 0.001 0.013
H 1.978949 -2.488030 0.981584 -0.011 0.026 -0.007
H 2.726383 -2.704938 -2.001235 -0.009 0.010 -0.006
H 3.797761 -2.431384 -0.644476 0.004 -0.003 -0.013
H 3.530575 -0.554664 -3.441578 0.007 0.030 -0.004
H 2.479429 0.823018 -3.215523 -0.022 0.003 0.014
H 1.630026 -2.087742 -3.752596 -0.014 -0.001 0.005
H 1.539081 -0.735342 -4.854761 0.000 -0.009 -0.003
Cl -4.812342 0.517842 5.855907 0.002 -0.006 -0.005
C -3.982666 0.263354 4.415226 0.013 0.000 0.013
C -4.542254 -0.532363 3.408081 -0.013 0.002 -0.023
C -3.851962 -0.736676 2.242637 0.035 0.014 0.052
Cl -4.496436 -1.705500 1.013423 -0.011 -0.018 -0.029
C -2.530170 -0.148700 2.019446 0.012 -0.060 0.028
O -1.895218 -0.418357 0.978116 -0.085 0.011 -0.100
C -2.006609 0.699122 3.073857 -0.027 0.003 0.013
C -0.746084 1.428280 2.949484 0.037 -0.021 -0.008
O -0.070396 1.544421 1.934458 0.002 0.010 0.017
C -2.713218 0.870341 4.235378 -0.002 -0.005 0.008
H -5.513939 -0.984849 3.555829 0.001 -0.002 0.000
H -0.416919 1.925676 3.875089 -0.009 0.029 -0.011
H -2.319891 1.484075 5.037620 0.006 0.004 -0.006
C 1.385068 5.229071 -1.695300 -0.045 0.103 0.049
Te 0.477644 4.271681 -0.046978 0.169 0.205 0.003
C 2.076393 4.531835 1.302496 -0.045 0.032 0.015
H 2.431618 4.935160 -1.741506 -0.008 -0.026 -0.002
H 1.311032 6.305040 -1.528148 0.005 -0.002 0.008
H 0.843530 4.959850 -2.597990 0.001 -0.007 0.001
H 2.147787 5.594610 1.535609 -0.010 0.004 -0.008
H 2.991934 4.194532 0.819674 -0.007 -0.012 -0.003
H 1.857379 3.952692 2.194623 0.015 -0.002 0.001



Record 2
59
Properties=species:S:1:pos:R:3:forces:R:3 method="wB97M-V/def2-TZVPD" lumo_energy_ev=-3.898 charge=+1 e_above_lowest_kcal_mol=0.0
Ru 0.409658 -0.395065 -0.203501 0.256 0.331 0.893
S -3.467640 -0.220231 2.006564 0.005 -0.078 0.115
C -3.707017 -1.373652 0.768737 -0.080 0.044 -0.011
C -2.617525 -1.509491 -0.033930 0.102 0.011 0.137
C -1.531274 -0.669805 0.363319 -0.230 0.258 -0.026
C -1.868958 0.069503 1.471250 0.186 -0.002 -0.162
C -0.903885 0.963370 2.084545 -0.065 0.109 -0.126
C -1.183969 1.766751 3.181235 -0.051 -0.025 0.069
C -0.214507 2.615142 3.678081 0.025 -0.054 -0.067
C 1.019083 2.646461 3.045983 -0.024 0.036 0.060
C 1.229852 1.827030 1.957019 0.043 -0.068 -0.079
N 0.305894 0.990742 1.474480 -0.176 -0.215 -0.296
H -4.652527 -1.887862 0.695445 0.007 0.014 -0.017
H -2.606950 -2.211403 -0.856315 -0.046 0.008 -0.016
H -2.168463 1.712687 3.626361 0.026 0.034 0.039
H -0.415709 3.241768 4.536064 -0.011 0.008 -0.007
H 1.816412 3.295029 3.378387 -0.016 -0.005 0.021
H 2.178620 1.857101 1.451476 -0.035 -0.033 0.015
I -0.438141 -1.451352 -2.483653 0.128 -0.188 -0.006
C 1.010367 -0.528873 -3.650744 -0.029 -0.021 0.053
C 1.051501 -0.746941 -4.993515 0.067 0.049 -0.056
C 2.080293 -0.134339 -5.740624 0.023 0.041 0.120
C 3.018882 0.618474 -5.094015 -0.091 -0.060 -0.061
C 2.976084 0.815021 -3.691003 0.177 0.107 -0.048
C 4.008157 1.534414 -3.041189 -0.092 -0.043 0.114
C 3.993673 1.650580 -1.683666 -0.057 -0.045 -0.119
C 2.920207 1.111889 -0.940770 0.109 0.153 0.236
C 1.842773 0.471779 -1.503257 -0.028 -0.080 0.066
C 1.919900 0.262133 -2.921466 -0.070 0.001 -0.082
H 0.321894 -1.377453 -5.483593 0.011 -0.009 0.002
H 2.127001 -0.283397 -6.810354 -0.004 0.004 0.007
H 3.829228 1.074482 -5.649047 -0.006 -0.004 0.001
H 4.811378 1.954779 -3.632969 -0.010 0.006 -0.003
H 4.794587 2.159945 -1.164076 0.010 -0.013 -0.002
H 3.006995 1.195960 0.134503 -0.062 -0.004 -0.201
N 1.277055 -1.426555 0.926608 -0.051 -0.506 -0.777
C 1.741916 -2.402621 1.579634 0.126 0.265 0.157
C 0.813706 -3.344510 2.255301 0.024 -0.026 0.005
C -0.316989 -3.796192 1.584762 -0.031 0.001 0.047
C -1.189755 -4.670934 2.210747 -0.011 0.008 -0.002
C -0.938358 -5.085786 3.511233 0.002 -0.007 0.019
C 0.190306 -4.634322 4.182834 -0.010 0.000 0.008
C 1.072747 -3.769916 3.555331 -0.006 -0.011 -0.004
C 3.214285 -2.564486 1.685621 -0.041 0.028 0.053
C 4.040629 -1.443383 1.680831 0.022 -0.051 0.014
C 5.414634 -1.593013 1.737766 0.034 -0.011 0.007
C 5.971706 -2.864395 1.798265 0.009 0.025 0.002
C 5.151686 -3.982791 1.810159 -0.023 -0.008 -0.005
C 3.773595 -3.836370 1.759706 0.011 -0.048 -0.014
H -0.499133 -3.467129 0.571043 -0.024 0.009 -0.038
H -2.064756 -5.030791 1.685557 0.006 -0.001 -0.002
H -1.620537 -5.767444 4.001884 0.002 0.003 -0.002
H 0.385117 -4.958537 5.196315 -0.004 -0.002 -0.003
H 1.957297 -3.420439 4.072660 0.005 -0.004 -0.005
H 3.594936 -0.459185 1.659775 -0.021 0.057 -0.026
H 6.054568 -0.720537 1.744735 -0.003 -0.001 0.001
H 7.046212 -2.981478 1.845772 -0.004 0.000 -0.003
H 5.584103 -4.972996 1.860300 0.001 0.002 -0.003
H 3.134558 -4.710151 1.764402 -0.005 0.011 0.008



Record 3
147
Properties=species:S:1:pos:R:3:forces:R:3 method="wB97M-V/def2-TZVPD" lumo_energy_ev=-1.831 charge=0
C -5.947986 5.655832 -4.261555 0.045 0.517 0.196
Si -5.639564 3.823913 -3.663485 -0.908 0.207 -1.470
C -4.736329 2.913861 -5.133349 0.928 -0.945 -0.390
C -7.349275 2.942319 -3.455302 -0.096 -1.100 0.159
C -4.514962 3.745540 -2.081060 1.719 0.986 0.410
C -4.548512 2.144530 -1.730198 -0.321 0.075 0.680
C -3.643765 1.694768 -0.439411 -0.898 -1.333 1.217
C -2.534044 0.525769 -0.739201 -0.141 -1.284 -0.598
F -1.477093 0.300736 0.310391 -2.019 1.701 -3.543
C -2.481529 -0.369158 -1.926920 0.630 1.425 1.190
F -1.445770 -0.076302 -2.969081 -2.860 -2.559 3.353
F -3.443533 -1.511759 -2.117427 2.617 4.333 -0.598
C -4.846787 4.813521 -0.881342 -4.632 0.354 -0.005
N -3.891798 6.012401 -0.761169 3.468 -2.226 -3.824
C -2.917789 5.865203 -1.746925 -2.024 -1.160 1.469
C -3.134718 4.451473 -2.613130 1.782 1.785 0.460
C -1.684344 3.718469 -2.375441 5.246 -2.704 0.413
O -1.082634 3.201700 -3.466544 -4.023 2.735 5.309
O -1.055811 3.680040 -1.040973 -4.129 0.898 -6.445
H -6.897439 6.115582 -3.712907 2.095 -0.775 -1.289
H -4.968803 6.280416 -4.000897 -2.229 -0.971 -0.799
H -6.126975 5.606108 -5.433585 0.401 0.367 2.534
H -4.647073 1.766284 -4.876662 -0.126 2.180 -0.615
H -3.637225 3.299431 -5.303125 -2.105 -0.795 0.270
H -5.312291 2.987267 -6.150822 0.971 -0.001 2.000
H -7.884670 2.956237 -4.509787 0.859 0.083 2.321
H -7.989655 3.408548 -2.590634 0.981 -0.962 -1.824
H -7.115096 1.800840 -3.196203 -0.753 2.416 -0.542
H -4.326384 1.566348 -2.722977 -0.107 0.982 1.983
H -5.681849 1.890374 -1.454184 2.491 0.637 -0.627
H -3.194951 2.671123 0.063857 -0.174 -2.429 -1.174
H -4.387638 1.244974 0.378672 1.593 1.072 -1.710
H -5.831240 5.348344 -1.293175 1.813 -0.951 1.082
H -5.250796 4.355426 0.133549 1.631 0.961 -1.856
H -3.968890 6.792816 -0.061237 0.189 -1.256 -1.024
H -2.002673 6.581271 -1.991106 -2.293 -1.410 0.924
H -3.150540 4.792974 -3.756873 0.087 -0.882 2.494
C 0.332547 3.017952 2.037892 -0.377 -0.624 -1.161
C 1.757860 3.445870 2.173387 0.779 -0.538 -0.898
O 1.685993 4.537518 3.070748 -0.997 0.240 0.866
C 0.539574 4.380957 3.795225 -0.313 1.147 1.556
O 0.247204 5.046997 4.774304 0.488 -1.353 -1.902
O -0.235931 3.381691 3.281869 0.348 0.817 1.014
H 0.235145 1.942358 1.866865 -0.138 0.198 0.120
H -0.191105 3.554295 1.239639 0.049 -0.115 0.013
H 2.388303 2.666466 2.614258 -0.007 0.102 -0.034
H 2.191684 3.756239 1.218857 0.002 0.041 0.345
C 1.805333 3.170691 -3.488487 -1.222 -0.211 -0.142
C 2.398043 3.340940 -2.127348 -0.620 -0.161 0.942
O 3.783416 3.462027 -2.388488 0.548 0.290 -1.048
C 3.907895 3.900928 -3.675162 1.767 0.626 -0.904
O 4.954787 4.274782 -4.177093 -2.074 -0.735 1.014
O 2.708413 3.867782 -4.326020 1.395 0.291 0.305
H 0.801018 3.596886 -3.561631 0.476 -0.225 -0.099
H 1.770744 2.121904 -3.801431 -0.007 0.065 0.032
H 2.050550 4.253247 -1.631121 0.002 -0.089 -0.041
H 2.199263 2.484774 -1.476868 0.177 0.177 -0.069
C 6.286743 5.487299 3.630440 0.417 0.908 0.825
C 6.265877 4.027991 3.951338 0.540 -0.479 0.871
O 5.275613 3.517147 3.079254 -0.332 0.453 -0.849
C 5.183832 4.386184 2.030442 -1.195 -0.254 -2.027
O 4.550747 4.170300 1.010500 1.387 0.451 2.234
O 5.893405 5.527174 2.271527 -0.500 -0.903 -0.531
H 7.279057 5.927983 3.759864 -0.210 0.015 -0.195
H 5.564095 6.056544 4.224428 0.055 -0.041 -0.089
H 7.219579 3.537467 3.729671 -0.079 0.032 -0.005
H 6.001004 3.835075 4.994548 -0.081 -0.084 -0.245
C 9.604686 8.344906 0.728402 0.070 0.042 -1.160
C 8.337037 8.128865 1.489577 -1.234 0.091 -0.657
O 8.788202 7.667950 2.748991 1.021 0.126 0.465
C 10.067470 8.119356 2.901838 1.340 -0.048 1.892
O 10.702352 8.051121 3.941046 -1.432 0.146 -2.163
O 10.542777 8.657646 1.740889 -0.169 -0.291 1.141
H 9.523733 9.163991 0.008552 0.164 -0.092 0.202
H 9.937249 7.442403 0.204977 -0.026 0.074 0.056
H 7.772670 9.056232 1.633722 0.040 -0.103 0.013
H 7.687881 7.387850 1.015077 0.059 0.065 0.277
C 7.020266 10.530783 6.162765 0.452 0.857 0.658
C 6.999401 9.071474 6.483664 0.615 -0.547 0.914
O 6.009136 8.560631 5.611580 -0.323 0.488 -0.844
C 5.917354 9.429668 4.562767 -1.271 -0.415 -2.088
O 5.284271 9.213783 3.542825 1.470 0.430 2.234
O 6.626928 10.570657 4.803852 -0.500 -0.809 -0.433
H 8.012580 10.971467 6.292190 -0.195 -0.015 -0.193
H 6.297618 11.100028 6.756753 0.041 -0.059 -0.058
H 7.953102 8.580950 6.261995 -0.068 0.064 -0.016
H 6.734527 8.878558 7.526873 -0.087 -0.085 -0.245
C -1.817970 -3.947557 -3.190867 -0.499 1.209 0.163
C -0.385148 -4.093445 -3.589281 0.664 0.977 -0.410
O -0.066102 -5.409932 -3.180397 -0.954 -1.051 0.217
C -1.240298 -6.104161 -3.125911 0.090 -1.456 0.234
O -1.320049 -7.311611 -2.972980 0.097 2.165 -0.273
O -2.312832 -5.271355 -3.265835 0.720 -1.224 0.036
H -2.372265 -3.287802 -3.864008 -0.025 -0.258 0.156
H -1.931703 -3.585328 -2.163766 -0.001 -0.072 -0.132
H -0.242218 -4.014950 -4.672197 -0.012 -0.031 0.103
H 0.261314 -3.365291 -3.091752 -0.021 -0.275 -0.053
C -3.959791 -8.429542 -0.020537 -0.384 -0.718 -0.806
C -2.534477 -8.001622 0.114957 0.962 -0.396 -0.726
O -2.606344 -6.909975 1.012318 -0.839 0.219 0.659
C -3.752764 -7.066537 1.736795 -0.609 1.331 2.000
O -4.045133 -6.400497 2.715874 0.653 -1.467 -2.159
O -4.528268 -8.065802 1.223438 0.447 0.729 0.599
H -4.057192 -9.505135 -0.191564 -0.079 0.159 0.184
H -4.483442 -7.893199 -0.818790 0.050 0.012 0.051
H -1.904035 -8.781028 0.555828 -0.191 0.095 0.005
H -2.100653 -7.691254 -0.839573 -0.043 0.048 0.253
C -3.457505 2.416733 5.016596 0.585 0.879 0.774
C -3.478372 0.957424 5.337496 0.582 -0.476 0.895
O -4.468635 0.446581 4.465411 -0.394 0.596 -1.067
C -4.560418 1.315618 3.416599 -0.962 -0.442 -1.524
O -5.193500 1.099734 2.396656 1.189 0.481 2.049
O -3.850844 2.456608 3.657684 -0.653 -0.878 -0.600
H -2.465192 2.857417 5.146021 -0.184 0.022 -0.230
H -4.180154 2.985978 5.610585 0.028 -0.068 -0.066
H -2.524669 0.466901 5.115827 -0.096 0.058 -0.006
H -3.743244 0.764509 6.380704 -0.078 -0.094 -0.257
C -0.172985 -10.901424 -0.079155 0.846 0.845 0.392
C 0.135292 -11.815228 -1.220610 0.965 0.129 -0.746
O -0.754157 -12.897343 -1.020556 -0.921 0.117 0.660
C -1.796733 -12.422158 -0.278335 -2.123 -1.483 0.348
O -2.826786 -13.039028 -0.063520 2.295 1.452 -0.468
O -1.536624 -11.166929 0.190934 -0.543 -0.822 -0.318
H -0.026669 -9.848944 -0.337060 -0.108 -0.166 0.122
H 0.416121 -11.134400 0.814018 -0.060 0.053 -0.121
H -0.077804 -11.357158 -2.192237 0.011 -0.021 0.090
H 1.173223 -12.159088 -1.209766 -0.249 -0.057 -0.021
C -3.699049 -7.982729 -5.064301 0.544 0.907 0.615
C -3.719915 -9.442037 -4.743402 0.542 -0.489 0.881
O -4.710179 -9.952881 -5.615487 -0.287 0.506 -0.792
C -4.801961 -9.083844 -6.664299 -1.345 -0.443 -2.183
O -5.435044 -9.299728 -7.684241 1.431 0.490 2.307
O -4.092387 -7.942854 -6.423214 -0.531 -0.815 -0.441
H -2.706736 -7.542045 -4.934877 -0.310 -0.085 -0.173
H -4.421698 -7.413484 -4.470312 0.059 -0.047 -0.028
H -2.766212 -9.932560 -4.965071 -0.068 0.063 0.018
H -3.984787 -9.634952 -3.700193 -0.065 -0.094 -0.241
C 4.070683 -10.515046 3.595000 0.711 -0.052 0.914
C 2.576596 -10.490631 3.604899 -0.696 -0.173 0.983
O 2.250961 -9.981526 2.325489 0.628 -0.022 -0.781
C 3.314034 -10.245787 1.510811 0.164 0.283 -2.403
O 3.307810 -10.096790 0.300254 -0.113 -0.384 2.642
O 4.383930 -10.699217 2.227188 -0.755 0.241 -0.770
H 4.477848 -11.330450 4.199129 0.034 0.107 -0.253
H 4.506706 -9.569229 3.933223 -0.052 -0.076 -0.041
H 2.142762 -11.490803 3.708542 0.049 0.079 -0.016
H 2.176161 -9.846184 4.392300 -0.047 -0.045 -0.276



Calculated DFT total energy in order - -3309.4571; -2132.6466; -5028.8304 hartree
Calculated max |F| in order - 0.265; 0.986; 7.707 eV Å⁻¹